DFT (the ωB97M-V functional and the def2-TZVPD basis) results for a cluster of 7 separate species, C37H64BF4N8O4 in total.

Output
DFT total energy = -70992.9586 eV
highest occupied orbital energy = -0.739 hartree
max |F| = 6.8 eV/Å

The geometry in ORCA input format:
```
! RIJCOSX wB97M-V def2-TZVPD def2/J DEFGRID3
* xyz 7 1
C 12.08516 13.62681 -6.07267
C 12.22078 12.15063 -6.32372
O 12.50640 11.61996 -7.38817
N 11.96591 11.26761 -5.13632
H 11.13256 11.58535 -4.66232
H 11.52178 10.46027 -5.54991
C 13.19166 11.02640 -4.31087
H 12.70111 14.21080 -6.75653
H 12.31644 13.91033 -5.04592
H 11.06267 13.88977 -6.34373
H 13.97775 10.63543 -4.95686
H 12.86438 10.37181 -3.50309
H 13.63343 11.94403 -3.92242
C 17.20192 18.04692 -6.00004
C 18.04559 18.53981 -4.80670
O 19.26235 18.59410 -4.86314
N 17.22638 19.02242 -3.59401
H 17.63667 19.90704 -3.33095
H 16.31442 19.23303 -3.97358
C 17.23036 17.95601 -2.47659
H 17.92247 17.54778 -6.64793
H 16.78049 18.94807 -6.44548
H 16.37113 17.40126 -5.71541
H 16.82794 17.04481 -2.91917
H 16.59660 18.34493 -1.67961
H 18.25500 17.68623 -2.22079
C 22.75040 9.83316 2.70344
C 21.22689 10.24543 2.79044
O 20.64370 10.16618 3.86944
N 20.57503 10.76873 1.46719
H 21.18488 10.71883 0.66363
H 19.91283 10.02734 1.28847
C 19.97146 12.21623 1.57225
H 23.35327 10.55911 2.15788
H 22.92239 8.86647 2.23013
H 23.16295 9.87534 3.71147
H 20.69453 13.01970 1.71263
H 19.24754 12.12489 2.38199
H 19.37491 12.37679 0.67422
C 5.68471 14.97733 -0.22330
N 5.95596 16.44021 -0.41251
C 4.93259 17.29172 -0.41017
C 5.10333 18.65235 -0.77620
C 6.43030 19.13020 -1.03714
C 7.46014 18.19879 -0.90375
C 7.19468 16.85882 -0.73269
C 6.71922 20.56943 -1.35481
C 7.95350 21.19707 -1.04688
C 8.15757 22.52306 -1.39325
N 7.21859 23.15964 -2.16764
C 6.02197 22.60532 -2.43366
C 5.69675 21.27824 -2.04726
C 7.49094 24.45083 -2.73635
H 5.11156 14.76752 0.67979
H 6.63148 14.44846 -0.11362
H 5.26056 14.54764 -1.13081
H 3.94229 16.90484 -0.22034
H 4.27076 19.33663 -0.70565
H 8.47681 18.49903 -1.11020
H 7.98650 16.13638 -0.86499
H 8.73952 20.71393 -0.48548
H 8.98936 23.14136 -1.08957
H 5.41347 23.19186 -3.10604
H 4.76109 20.80510 -2.30628
H 8.50306 24.30380 -3.11328
H 7.37974 25.21464 -1.96672
H 6.84759 24.57729 -3.60710
C 6.81163 6.10616 -1.06860
N 7.63611 6.56433 0.05050
C 8.91805 6.96413 -0.17397
C 9.73417 7.43145 0.82972
C 9.18174 7.45739 2.15114
C 7.81250 7.04338 2.38667
C 7.10025 6.55387 1.27018
C 10.05648 7.69975 3.33038
C 10.89422 8.83496 3.35827
C 11.89774 8.99700 4.36415
N 11.80158 8.19598 5.38773
C 10.89734 7.17037 5.53074
C 9.99386 6.97201 4.47652
C 12.82779 8.26596 6.40826
H 6.98205 5.04721 -1.26273
H 7.02434 6.63654 -1.99681
H 5.76125 6.27369 -0.83040
H 9.19897 6.85525 -1.21109
H 10.79734 7.51929 0.66132
H 7.45179 7.11006 3.40246
H 6.06715 6.30025 1.45672
H 11.05249 9.43993 2.47772
H 12.73989 9.66920 4.29114
H 11.00392 6.52149 6.38748
H 9.34938 6.10679 4.52582
H 12.47953 7.89729 7.37309
H 13.12541 9.29955 6.58495
H 13.67676 7.71807 5.99941
C 12.80547 18.28420 7.28496
C 11.29630 17.91900 7.44904
C 10.74069 18.85241 8.53566
O 9.42796 18.50263 8.87526
C 8.76871 19.44941 9.70041
N 10.47575 18.07794 6.22314
H 9.50121 17.96583 6.46355
H 10.55465 19.02628 5.88471
H 10.80215 17.50736 5.45633
H 13.43395 17.59723 6.71822
H 13.30556 18.43599 8.24150
H 12.94059 19.18191 6.68168
H 11.21924 16.84181 7.59678
H 10.72051 19.87668 8.16341
H 11.32317 18.87926 9.45658
H 8.48306 20.33621 9.13464
H 9.27808 19.76219 10.61190
H 7.85074 18.89045 9.88199
B 12.82410 14.57028 1.07351
F 12.07227 14.49462 2.10051
F 14.07050 14.20953 1.50859
F 12.37557 13.64401 0.10150
F 12.71005 15.84036 0.56592
*
```


DFT (the ωB97M-V functional and the def2-TZVPD basis) results for the ion C11H22FNO5P with charge -1.

Output
DFT total energy = -35502.3810 eV
highest occupied orbital energy = -0.171 hartree
max |F| = 0.4 eV/Å

The geometry in ORCA input format:
```
! RIJCOSX wB97M-V def2-TZVPD def2/J DEFGRID3
* xyz -1 1
C -3.78311 2.22984 -0.69828
C -3.92081 1.48912 -2.04091
C -3.34912 0.05626 -2.05678
C -2.31762 -0.17457 -3.16696
C -0.90419 0.22272 -2.74061
C -0.21251 -0.85317 -1.88568
C 0.60234 -0.29817 -0.70667
C 1.86793 -1.11171 -0.41874
N 2.21288 -1.16753 0.99913
C 2.97176 -0.03529 1.51920
F 2.87966 1.02792 0.61357
C 2.32454 0.51759 2.78718
P 1.89164 -0.58767 4.15789
O 2.39176 -0.11066 5.44954
O 2.24983 -2.10148 3.83740
O 0.26305 -0.68401 4.08553
C 4.48782 -0.39900 1.74751
O 5.27319 0.55758 1.72980
O 4.66099 -1.60954 1.99550
H -3.03949 1.75364 -0.05851
H -3.46484 3.26202 -0.84104
H -4.72460 2.24796 -0.15016
H -4.98219 1.44180 -2.28969
H -3.45115 2.08036 -2.82855
H -2.89748 -0.15872 -1.08509
H -4.16785 -0.65391 -2.18691
H -2.62455 0.38386 -4.05537
H -2.32296 -1.23072 -3.44982
H -0.93412 1.17165 -2.19758
H -0.30576 0.40143 -3.63690
H -0.96379 -1.54813 -1.50255
H 0.46695 -1.41975 -2.52700
H 0.00151 -0.30283 0.20569
H 0.88674 0.73222 -0.92177
H 1.69521 -2.14589 -0.72995
H 2.68826 -0.73134 -1.03797
H 2.83990 -1.95469 1.16102
H 2.94941 1.29881 3.21950
H 1.38919 0.98029 2.45576
H 1.45831 -2.62183 3.67950
H -0.08675 0.04552 3.56978
*
```


DFT (the ωB97M-V functional and the def2-TZVPD basis) results for the molecule C6H15N.

Output
DFT total energy = -7954.4701 eV
highest occupied orbital energy = -0.338 hartree
max |F| = 2.1 eV/Å

The geometry in ORCA input format:
```
! RIJCOSX wB97M-V def2-TZVPD def2/J DEFGRID3
* xyz 0 1
C -0.21436 -2.54675 1.02724
C -0.23748 -1.54696 -0.11349
C 1.17097 -0.94155 -0.35101
C 1.41599 0.40276 0.49260
C 0.25304 1.47369 0.56841
C -0.43229 1.78084 -0.81075
N -1.86586 1.52295 -0.95599
H -1.17371 -2.65797 1.53914
H 0.35150 -3.43065 0.71938
H 0.42031 -2.24518 1.88662
H -0.64400 -2.02222 -1.00774
H -0.82612 -0.69982 0.18276
H 1.99885 -1.59682 -0.10283
H 1.26588 -0.63195 -1.39329
H 2.19986 0.94711 -0.05319
H 1.78920 0.04856 1.45392
H -0.46993 1.09265 1.29344
H 0.77136 2.36043 0.94969
H 0.20089 1.15231 -1.42879
H -0.16280 2.79197 -1.11218
H -2.29090 2.40751 -0.68702
H -2.23770 0.81509 -0.34354
*
```


DFT (the ωB97M-V functional and the def2-TZVPD basis) results for the molecule C11H11Cl2N3O.

Output
DFT total energy = -43148.0171 eV
highest occupied orbital energy = -0.294 hartree
max |F| = 2.0 eV/Å

The geometry in ORCA input format:
```
! RIJCOSX wB97M-V def2-TZVPD def2/J DEFGRID3
* xyz 0 1
O -2.91434 1.59744 0.96090
Cl 4.87521 1.23147 -0.65579
Cl 3.09749 -1.14691 0.34494
C -1.78692 1.23600 0.66723
C 2.57909 2.72927 -0.71270
C 1.19338 2.93470 -0.58880
C 3.13077 1.46278 -0.45677
C 2.30817 0.36658 -0.11982
C 0.34752 1.85652 -0.25140
C 0.90360 0.54703 -0.06534
N -1.01751 2.11707 -0.08959
N -1.98826 -2.60113 0.50276
N 0.02234 -0.54122 0.16566
C -0.93256 -2.85046 -0.51560
C 0.31835 -1.95492 -0.25641
C -2.41310 -1.18473 0.47980
C -1.27691 -0.23438 0.90621
H 3.23631 3.57765 -0.92722
H 0.71794 3.89153 -0.75765
H -1.33937 3.07360 -0.01023
H -1.72148 -2.91113 1.45714
H -1.32605 -2.58882 -1.51696
H -0.63346 -3.90720 -0.50670
H 0.88415 -2.40392 0.53204
H 0.89138 -1.96053 -1.18483
H -2.73326 -0.95612 -0.50898
H -3.27746 -1.05147 1.11262
H -1.14503 -0.32868 1.99547
*
```


DFT (the ωB97M-V functional and the def2-TZVPD basis) results for the molecule C4H5NO.

Output
DFT total energy = -7764.9987 eV
highest occupied orbital energy = -0.299 hartree
max |F| = 2.3 eV/Å

The geometry in ORCA input format:
```
! RIJCOSX wB97M-V def2-TZVPD def2/J DEFGRID3
* xyz 0 1
O -0.60231 -2.14609 -0.29964
C -0.17126 -0.85413 -0.16610
C -0.75566 0.18625 -0.81336
N -0.04810 1.31763 -0.47841
C 0.92534 1.02862 0.42266
C 0.86575 -0.34551 0.66717
H -0.51814 -2.65512 0.51625
H -1.59784 0.18311 -1.47601
H -0.34173 2.24724 -0.72011
H 1.58970 1.83508 0.73282
H 0.65425 -0.79707 1.61474
*
```